Formula: C8H9IrN3O2S2Se3Te
Source: OMol25
Level of theory: ωB97M-V/def2-TZVPD

Output
- <S²>: 0.757
- 2S+1: 2
- Molar mass: 800.01 g/mol
- Calculated total energy: -244851.715 eV
- HOMO energy (alpha / beta): -7.40 / -7.38 eV
- LUMO (alpha / beta): -0.518 / -2.131 eV
- Frontier orbital gap (alpha / beta): 6.88 / 5.25 eV

Each line ends with the natural charge from an NBO analysis.
CARTESIAN COORDINATES (ANGSTROEM)
Ir (0.3442, 1.2046, 0.2980)  0.478
Se (1.3289, 2.7712, 1.9961)  -0.331
Se (0.8863, 1.5179, 3.9044)  -0.074
Te (-1.5919, 1.5884, 3.7012)  0.408
Se (-1.8533, 1.1596, 1.2931)  -0.020
N (2.2090, 1.0993, -0.6567)  -0.573
N (2.4069, 2.1089, -1.6182)  -0.436
C (1.4294, 2.9960, -1.9060)  0.281
N (1.6970, 3.8555, -2.9037)  -0.772
S (-0.0351, 3.0530, -1.0858)  0.071
H (2.9215, 1.1562, 0.0706)  0.423
H (2.1987, 0.1753, -1.0955)  0.424
H (3.1791, 1.9839, -2.2543)  0.396
H (2.6312, 3.9925, -3.2488)  0.401
H (1.0180, 4.5703, -3.0998)  0.424
O (1.2966, -2.4213, 2.0909)  -0.624
C (0.6670, -1.6079, 1.4423)  0.775
O (1.1019, -0.3800, 1.3109)  -0.760
C (-0.6366, -2.0371, 0.8054)  -0.205
C (-1.3239, -3.0452, 1.4804)  -0.151
C (-2.4971, -3.5820, 0.9825)  -0.234
C (-2.9907, -3.1243, -0.2319)  -0.211
C (-2.3189, -2.1276, -0.9169)  -0.185
C (-1.1462, -1.5642, -0.4083)  -0.160
S (-0.4041, -0.2846, -1.3825)  -0.216
H (-0.8932, -3.4081, 2.4038)  0.236
H (-3.0166, -4.3583, 1.5288)  0.213
H (-3.9033, -3.5374, -0.6431)  0.211
H (-2.7048, -1.7548, -1.8570)  0.211